C2H4O4 | the ωB97M-V functional and the def2-TZVPD basis

Properties
ΔE to the lowest compared entry with this formula, charge and spin	31.9	kcal per mole
SMILES	O=CO.O=CO
LUMO	-0.00517	Ha
HOMO	-11.0	eV
F_max	0.099	Eh/bohr
HOMO-LUMO gap	0.400	hartree
E_tot	-10328.017	eV

Element x y z (Å)
C (-3.26, -2.33, 0.03)
H (-2.21, -2.02, 0.16)
O (-3.47, 2.35, -1.01)
O (-5.54, 1.39, -1.11)
O (-3.98, -2.87, 0.87)
H (-2.52, 2.22, -0.74)
O (-3.66, -2.03, -1.23)
H (-2.80, -1.79, -1.68)
C (-4.35, 1.32, -0.75)
H (-3.81, 0.50, -0.23)